{
  "formula": "C33H37BNO22P",
  "method": "ωB97M-V with the def2-TZVPD basis set",
  "symbols": ["N", "P", "C", "C", "C", "C", "C", "C", "C", "O", "C", "C", "C", "C", "B", "O", "O", "C", "C", "C", "C", "O", "H", "H", "H", "H", "H", "H", "H", "H", "H", "H", "H", "H", "H", "O", "C", "O", "C", "C", "O", "H", "H", "H", "H", "O", "C", "O", "C", "C", "O", "H", "H", "H", "H", "O", "C", "O", "C", "C", "O", "H", "H", "H", "H", "O", "C", "O", "C", "C", "O", "H", "H", "H", "H", "O", "C", "O", "C", "C", "O", "H", "H", "H", "H", "O", "C", "O", "C", "C", "O", "H", "H", "H", "H"],
  "coordinates": [[7.4914, 0.3393, 0.4759], [6.6276, -0.3105, 1.6550], [4.8887, 0.3862, 1.5654], [4.6660, 1.4099, 0.5223], [3.3461, 2.0246, 0.2941], [2.2540, 1.5781, 1.1593], [2.4709, 0.5647, 2.2193], [3.7877, -0.0522, 2.4524], [1.2268, 0.1618, 3.0892], [1.2766, 0.0301, 4.2888], [-0.0925, -0.0075, 2.2624], [-1.0457, -1.0788, 2.4634], [-2.2660, -1.2399, 1.6365], [-3.2738, -2.4284, 1.8265], [-2.4624, -3.8101, 1.5895], [-2.7933, -4.7314, 0.5216], [-1.3347, -4.1888, 2.4044], [-2.4769, -0.2040, 0.6055], [-1.5118, 0.8966, 0.3865], [-0.3133, 1.0093, 1.1988], [0.7816, 2.1117, 1.0057], [0.5284, 3.2713, 0.7912], [7.8413, -0.4088, -0.1273], [6.6146, -1.7478, 1.5669], [7.2139, -0.0128, 2.9268], [5.4943, 1.7478, -0.1471], [3.2194, 2.7726, -0.5172], [3.9416, -0.8302, 3.2437], [-0.8197, -1.8163, 3.2746], [-4.0589, -2.2902, 1.0297], [-3.7808, -2.3756, 2.8252], [-1.9791, -4.7313, -0.0489], [-0.6637, -4.4915, 1.7460], [-3.3978, -0.2842, -0.0364], [-1.7040, 1.6316, -0.4251], [-5.7034, 0.0109, -0.3293], [-6.2743, -0.2086, 0.6947], [-7.1724, -1.2155, 0.8707], [-7.4521, -1.2877, 2.2667], [-7.1187, 0.0943, 2.7498], [-6.1116, 0.5137, 1.8317], [-8.4952, -1.5494, 2.4403], [-6.8140, -2.0544, 2.7141], [-7.9681, 0.7784, 2.6812], [-6.7416, 0.1008, 3.7717], [-0.3186, -4.2080, 0.0290], [0.8699, -4.3926, 0.0637], [1.7906, -3.4488, -0.2191], [3.0642, -3.9729, 0.1528], [2.8377, -5.4564, 0.0983], [1.4457, -5.5706, 0.3909], [3.8387, -3.6414, -0.5372], [3.3107, -3.6216, 1.1576], [3.0256, -5.8741, -0.8936], [3.4357, -5.9988, 0.8288], [-11.5310, 2.0469, 1.8894], [-11.1853, 1.4859, 0.8992], [-10.4081, 0.3660, 0.8818], [-10.4078, -0.1235, -0.4566], [-10.7326, 1.1002, -1.2649], [-11.5133, 1.8777, -0.3612], [-9.4373, -0.5470, -0.7144], [-11.1708, -0.9008, -0.5475], [-9.8410, 1.6685, -1.5417], [-11.2973, 0.8677, -2.1670], [-3.6549, -7.2968, -5.8434], [-3.2912, -6.6478, -4.9154], [-4.0216, -5.6576, -4.3349], [-3.3505, -5.2861, -3.1339], [-1.9323, -5.7055, -3.3974], [-2.0871, -6.7996, -4.2956], [-3.4429, -4.2157, -2.9539], [-3.7987, -5.8264, -2.2966], [-1.3482, -4.9233, -3.8900], [-1.4132, -6.0163, -2.4906], [6.1115, 3.0648, -1.5486], [6.4998, 3.8321, -0.7158], [7.6117, 3.6483, 0.0341], [7.8586, 4.8670, 0.7317], [6.5022, 5.5085, 0.7705], [5.8777, 4.9970, -0.4049], [8.2583, 4.6719, 1.7263], [8.5843, 5.4560, 0.1668], [5.9174, 5.2028, 1.6422], [6.5529, 6.5964, 0.7423], [6.5290, 8.3657, -1.0506], [6.8693, 7.7941, -2.0388], [7.6522, 6.6821, -2.0491], [7.6441, 6.1714, -3.3805], [7.3039, 7.3843, -4.2001], [6.5276, 8.1682, -3.2986], [8.6139, 5.7488, -3.6406], [6.8849, 5.3883, -3.4537], [8.1894, 7.9548, -4.4924], [6.7313, 7.1381, -5.0934]],
  "smiles": "N=[PH2]c1ccc2c(c1)C(=O)c1cc(CB(O)O)ccc1C2=O.O=C1OCCO1.O=C1OCCO1.O=C1OCCO1.O=C1OCCO1.O=C1OCCO1.O=C1OCCO1",
  "charge": 0,
  "multiplicity": 1,
  "homo_lumo_gap_ev": 8.1,
  "e_lumo_ev": -0.651,
  "homo_ev": -8.72
}